DFT (ωB97M-V with the def2-TZVPD basis set) results for 2 unconnected molecules or ions with the total composition C6H10O at a distorted geometry.

Structure (XYZ):
```
17
Properties=species:S:1:pos:R:3:forces:R:3
C 0.60765 -2.43589 -1.90128 0.123 -0.148 -0.971
C 0.94065 -1.17950 -1.63121 -0.980 -0.566 0.251
C 0.21344 -0.33904 -0.67248 1.011 0.623 -0.306
C 0.14713 -0.61327 0.64104 1.511 1.798 -1.468
C -0.19775 0.24743 1.78254 -0.785 -1.148 0.810
C -1.36711 0.97274 2.02426 1.865 -0.081 -0.376
H 1.25799 -3.01245 -2.53752 0.100 -0.142 -0.258
H -0.36736 -2.87713 -1.75207 0.052 0.008 0.842
H 1.76237 -0.73558 -2.18417 0.236 0.079 0.400
H 0.10915 0.66990 -1.04886 -0.635 0.230 0.128
H 0.66939 -1.52532 0.89980 -0.320 -0.199 0.422
H 0.45971 -0.02167 2.61810 -1.241 -1.173 0.560
H -1.34566 1.98310 1.61753 -1.779 -0.534 -1.221
H -2.06162 0.61133 2.77402 0.724 1.105 1.224
O -0.11511 3.12252 -0.06816 -0.372 -0.908 -0.386
H -0.77092 2.92933 -0.75480 0.000 0.638 -0.020
H 0.05804 2.20350 0.19327 0.490 0.419 0.370
```
Forces are in eV/Å.

Properties
- E_LUMO (eV) = -0.72
- gap between HOMO and LUMO (hartree) = 0.2573
- energy relative to the best compared isomer or geometry (same formula, charge and spin) (kJ/mol) = 463.5
- multiplicity = 1
- HOMO level (eV) = -7.72
- energy (eV) = -8426.437